Below is a 8-piece molecular cluster, C42H80N5O15S7Si overall in a non-equilibrium geometry, with properties calculated with ωB97M-V/def2-TZVPD.

Each line ends with the Löwdin charge.
Cartesian coordinates (Å):
1 C -6.5710 -4.2967 0.1263  -0.221
2 Si -6.7846 -2.3754 0.3675  0.472
3 C -6.5642 -2.0807 2.2946  -0.201
4 C -8.6337 -1.9505 -0.0105  -0.212
5 O -5.6293 -1.4298 -0.5570  -0.286
6 C -6.0506 -1.3167 -1.9933  -0.187
7 C -4.9330 -0.2657 -2.6614  -0.083
8 N -3.8121 -0.9534 -3.3615  -0.028
9 N -4.0533 -2.0698 -4.1958  0.070
10 C -2.7848 -2.6157 -4.8301  -0.160
11 N -2.5362 -3.7874 -5.7552  0.084
12 N -1.6117 -1.7621 -4.3980  0.141
13 C -2.3368 -0.7634 -3.5099  -0.177
14 N -1.6037 0.2237 -2.9266  0.017
15 C -2.0434 1.3115 -1.9870  -0.142
16 C -2.2100 0.5858 -0.4889  -0.139
17 C -1.2860 -0.7299 -0.1642  -0.023
18 C -1.4935 -1.4657 1.2895  -0.027
19 C -2.6079 -0.8883 2.3712  -0.043
20 C -3.5501 0.4573 2.0722  -0.040
21 C -3.3282 1.1871 0.6004  -0.028
22 H -7.0631 -4.7873 1.0949  0.059
23 H -7.2151 -4.6603 -0.7875  0.038
24 H -5.4545 -4.6454 0.0988  0.049
25 H -5.7039 -1.3290 2.5476  0.014
26 H -7.5629 -1.5957 2.7103  0.037
27 H -6.4199 -3.0997 2.8846  0.055
28 H -9.2898 -2.2259 0.9395  0.075
29 H -8.6719 -0.8002 -0.2665  0.046
30 H -8.9265 -2.6144 -0.9585  0.054
31 H -6.0573 -2.3664 -2.5086  0.114
32 H -7.1165 -0.8409 -2.0780  0.126
33 H -4.6659 0.4726 -1.8014  0.119
34 H -5.5538 0.3464 -3.4741  0.147
35 H -4.9883 -2.5219 -4.4020  0.174
36 H -3.3444 -3.9786 -6.3952  0.099
37 H -2.2438 -4.6485 -5.2290  0.112
38 H -0.5658 0.2231 -3.1685  0.182
39 H -3.0334 1.8437 -2.3387  0.130
40 H -1.1906 2.1238 -1.8345  0.131
41 H -0.5111 -1.1770 -0.9369  0.082
42 H -0.8321 -2.4292 1.4892  0.065
43 H -2.7941 -1.4140 3.4115  0.090
44 H -4.3469 0.8350 2.8756  0.095
45 H -3.9690 2.1308 0.2669  0.101
46 C 1.0939 3.0188 0.4973  -0.218
47 C 1.4038 4.5092 0.3663  -0.212
48 C 0.1864 5.2774 0.8782  -0.217
49 S -0.6027 4.2189 2.0816  0.673
50 O -1.9026 3.8333 1.5739  -0.339
51 O -0.4230 4.7837 3.4042  -0.323
52 C 0.5097 2.8398 1.8907  -0.213
53 H 1.9874 2.4041 0.3542  0.077
54 H 0.3563 2.7266 -0.2597  0.095
55 H 2.2795 4.7549 0.9793  0.109
56 H 1.6387 4.7845 -0.6666  0.120
57 H 0.4753 6.2174 1.3552  0.091
58 H -0.5306 5.4717 0.0758  0.107
59 H -0.0342 1.9014 2.0112  0.106
60 H 1.2855 2.9271 2.6571  0.112
61 C 6.1963 2.9255 2.7552  -0.215
62 C 5.5421 3.9899 1.8757  -0.210
63 C 5.3070 3.3675 0.5004  -0.214
64 S 5.1118 1.6127 0.7730  0.700
65 O 6.2215 0.9233 0.1490  -0.323
66 O 3.7322 1.2426 0.5278  -0.340
67 C 5.3905 1.6543 2.5326  -0.224
68 H 6.2030 3.2176 3.8093  0.124
69 H 7.2351 2.7720 2.4391  0.125
70 H 4.5821 4.2867 2.3153  0.114
71 H 6.1609 4.8896 1.8012  0.124
72 H 4.4048 3.7643 0.0282  0.092
73 H 6.1676 3.5145 -0.1579  0.114
74 H 5.9158 0.7517 2.8492  0.114
75 H 4.4152 1.7151 3.0245  0.110
76 C -7.4493 2.8376 4.3291  -0.221
77 C -8.1035 3.9020 3.4495  -0.216
78 C -8.3386 3.2795 2.0743  -0.225
79 S -8.5338 1.5248 2.3469  0.659
80 O -7.4241 0.8354 1.7229  -0.348
81 O -9.9134 1.1547 2.1016  -0.324
82 C -8.2551 1.5664 4.1065  -0.230
83 H -7.4426 3.1297 5.3832  0.122
84 H -6.4105 2.6841 4.0130  0.115
85 H -9.0635 4.1988 3.8892  0.122
86 H -7.4847 4.8017 3.3751  0.119
87 H -9.2408 3.6764 1.6020  0.108
88 H -7.4780 3.4266 1.4160  0.104
89 H -7.7298 0.6637 4.4231  0.107
90 H -9.2304 1.6272 4.5984  0.115
91 C 8.2916 -2.0499 -0.7981  -0.224
92 C 9.6045 -2.7670 -1.1092  -0.224
93 C 10.4961 -1.7837 -1.8657  -0.231
94 S 10.0066 -0.1513 -1.3298  0.672
95 O 9.4285 0.5496 -2.4570  -0.325
96 O 11.0631 0.4214 -0.5195  -0.332
97 C 8.6860 -0.6833 -0.2581  -0.243
98 H 7.6853 -2.6070 -0.0779  0.117
99 H 7.7058 -1.9356 -1.7181  0.121
100 H 10.0913 -3.0598 -0.1710  0.119
101 H 9.4394 -3.6788 -1.6916  0.114
102 H 11.5530 -1.9399 -1.6354  0.106
103 H 10.3365 -1.8479 -2.9455  0.106
104 H 7.8696 0.0405 -0.2833  0.054
105 H 9.0891 -0.7619 0.7560  0.114
106 C -0.6885 9.4103 4.4147  -0.223
107 C 0.3238 10.4903 4.0361  -0.222
108 C 1.6935 10.0288 4.5310  -0.227
109 S 1.6462 8.2430 4.5393  0.668
110 O 1.7465 7.7859 5.9093  -0.315
111 O 2.5071 7.7382 3.4883  -0.344
112 C -0.0500 8.0883 4.0152  -0.244
113 H -1.6491 9.5603 3.9134  0.118
114 H -0.8637 9.4309 5.4969  0.124
115 H 0.3448 10.6042 2.9454  0.118
116 H 0.0569 11.4624 4.4623  0.118
117 H 2.4953 10.3679 3.8701  0.106
118 H 1.8848 10.3675 5.5529  0.109
119 H -0.5126 7.2250 4.4965  0.101
120 H -0.0542 7.9614 2.9285  0.096
121 C 3.0720 -4.1939 -1.4259  -0.213
122 C 2.1088 -5.3294 -1.7685  -0.234
123 C 1.6064 -5.9178 -0.4511  -0.211
124 S 1.6749 -4.5935 0.7460  0.682
125 O 2.6614 -4.9311 1.7505  -0.315
126 O 0.3257 -4.1903 1.0887  -0.356
127 C 2.3775 -3.3749 -0.3481  -0.234
128 H 3.3100 -3.5847 -2.3027  0.119
129 H 4.0094 -4.6089 -1.0367  0.126
130 H 1.2626 -4.9298 -2.3405  0.118
131 H 2.5892 -6.0953 -2.3853  0.044
132 H 0.5777 -6.2768 -0.5373  0.107
133 H 2.2548 -6.7255 -0.1005  0.112
134 H 3.0589 -2.7255 0.2041  0.111
135 H 1.5549 -2.7883 -0.7680  0.091
136 C 4.0325 -8.1981 -6.5675  -0.221
137 C 3.1445 -9.3959 -6.2338  -0.216
138 C 2.6499 -9.2147 -4.7997  -0.219
139 S 2.6160 -7.4536 -4.5015  0.688
140 O 3.5994 -7.1393 -3.4864  -0.327
141 O 1.2387 -7.0118 -4.4103  -0.329
142 C 3.2690 -6.9725 -6.0883  -0.230
143 H 4.2527 -8.1414 -7.6375  0.122
144 H 4.9842 -8.2821 -6.0292  0.124
145 H 2.2886 -9.4175 -6.9192  0.121
146 H 3.6815 -10.3425 -6.3496  0.121
147 H 1.6459 -9.6252 -4.6655  0.109
148 H 3.3369 -9.6673 -4.0793  0.112
149 H 3.8997 -6.0884 -5.9804  0.113
150 H 2.4225 -6.7537 -6.7461  0.112

The LUMO energy comes out at -2.80 eV. The gap between HOMO and LUMO is 7.51 eV. The charge is +1.